(1)
Molecular formula: C4H12N2O2
Method: DFT, ωB97M-V with the def2-TZVPD basis set

## Properties
electronic energy = -11415.2438 eV
highest occupied orbital energy = -8.7319 eV
max |F| = 5.50 eV/A
SMILES = C[C@@H](C=O)NCN.O

```
20
Properties=species:S:1:pos:R:3:mulliken_charge:R:1
C 0.659 -0.191 1.997 -1.6557
C -0.532 0.621 1.482 0.5852
C 0.010 1.865 0.856 -0.1807
O 0.886 1.962 0.001 -0.4968
N -1.192 -0.411 0.647 -0.4307
C -2.047 0.102 -0.554 -0.3172
N -1.588 -0.200 -1.891 -0.4072
H 1.338 -0.494 1.278 0.4908
H 1.277 0.289 2.744 0.4553
H 0.211 -1.134 2.688 0.2735
H -1.150 1.015 2.352 0.1933
H -0.515 2.788 1.230 0.3525
H -0.470 -1.095 0.239 0.2848
H -2.082 1.227 -0.371 0.2411
H -2.983 -0.346 -0.450 0.3381
H -1.439 -0.997 -2.330 0.1111
H -1.173 0.509 -2.377 0.1630
O 3.293 -1.930 -2.280 -0.6268
H 3.778 -1.066 -2.408 0.3274
H 3.718 -2.513 -2.852 0.2990
```

***

(2)
Molecular formula: C22H28N2O5S
Method: DFT, ωB97M-V with the def2-TZVPD basis set

## Properties
electronic energy = -47321.0521 eV
highest occupied orbital energy = -8.3057 eV
max |F| = 1.14 eV/A
SMILES = CCOc1ccc(N(CC(=O)NC[C@@H]2CCCO2)S(=O)(=O)c2ccc(C)cc2)cc1

```
58
Properties=species:S:1:pos:R:3:mulliken_charge:R:1
C -5.710 -0.819 -1.298 -0.9194
C -5.457 -2.202 -0.702 -0.4209
O -4.180 -2.710 -1.031 -0.4831
C -3.073 -2.203 -0.425 0.7933
C -3.069 -1.301 0.633 -0.2653
C -1.870 -0.857 1.166 -0.3757
C -0.660 -1.281 0.637 -1.4252
N 0.563 -0.755 1.094 0.6100
C 1.540 -1.673 1.662 -1.0536
C 2.720 -1.959 0.720 0.6115
O 2.960 -3.079 0.318 -0.6879
N 3.447 -0.869 0.432 0.0275
C 4.640 -0.931 -0.378 -1.1341
C 4.645 0.029 -1.582 0.3120
C 4.336 1.486 -1.189 -1.0548
C 2.863 1.677 -1.584 -0.0773
C 2.481 0.340 -2.245 0.0797
O 3.689 -0.317 -2.561 -0.5793
S 0.573 0.773 1.785 1.6286
O 0.122 0.762 3.147 -0.7896
O 1.912 1.268 1.572 -0.8572
C -0.567 1.721 0.784 -0.2038
C -1.373 2.643 1.425 -0.6715
C -2.263 3.401 0.684 -0.8284
C -2.354 3.241 -0.694 1.0835
C -3.308 4.065 -1.499 -1.6246
C -1.526 2.311 -1.318 -1.3450
C -0.630 1.553 -0.586 0.2903
C -0.659 -2.216 -0.397 -0.1544
C -1.850 -2.672 -0.914 -0.8746
H -6.720 -0.498 -1.059 0.3607
H -5.004 -0.092 -0.905 0.2600
H -5.598 -0.859 -2.378 0.2962
H -5.604 -2.193 0.384 0.3178
H -6.153 -2.925 -1.136 0.3212
H -3.987 -0.943 1.071 0.4188
H -1.876 -0.186 2.011 0.7989
H 1.058 -2.625 1.903 0.3984
H 1.923 -1.226 2.584 0.5884
H 3.147 0.025 0.806 0.2635
H 5.517 -0.705 0.242 0.3197
H 4.717 -1.960 -0.742 0.4721
H 5.624 -0.070 -2.065 0.4197
H 4.978 2.167 -1.747 0.2757
H 4.495 1.656 -0.127 0.3805
H 2.246 1.879 -0.711 -0.0830
H 2.751 2.500 -2.288 0.5025
H 1.931 0.463 -3.180 0.4559
H 1.884 -0.281 -1.562 -0.2699
H -1.299 2.742 2.496 0.5464
H -2.897 4.120 1.182 0.3980
H -2.794 4.939 -1.899 0.3233
H -4.137 4.412 -0.887 0.4007
H -3.699 3.496 -2.339 0.3751
H -1.587 2.176 -2.387 0.4394
H -0.001 0.826 -1.071 0.4956
H 0.280 -2.582 -0.783 0.4654
H -1.864 -3.396 -1.714 0.4480
```

***

(3)
Molecular formula: C18H32NO5P2ReS
Method: DFT, ωB97M-V with the def2-TZVPD basis set

## Properties
expectation value of S² = 3.788
electronic energy = -62448.0761 eV
highest occupied orbital energy (alpha / beta) = -10.8856 / -11.5349 eV
2S+1 = 4
max |F| = 5.57 eV/A
net charge = +1

```
60
Properties=species:S:1:pos:R:3:mulliken_charge:R:1
C 2.882 2.184 -3.781 -0.9579
C 2.094 1.922 -2.631 1.0680
N 2.009 0.622 -2.143 0.0406
C 2.676 -0.368 -2.749 0.7929
C 3.505 -0.113 -3.839 -0.8217
C 3.584 1.166 -4.383 -0.4280
C 1.367 2.924 -1.978 -1.2883
P 0.573 2.534 -0.435 0.8858
Re 0.672 0.224 -0.398 -0.0441
P 0.991 -1.896 -1.197 0.9942
C 2.530 -1.783 -2.229 -1.2460
O -1.651 3.944 -4.869 -0.6149
O -5.341 0.650 -2.841 -0.6147
H 2.888 3.207 -4.151 0.4536
H 4.059 -0.952 -4.246 0.5006
H 4.188 1.352 -5.265 0.4400
C 1.505 3.392 0.888 -1.1403
C -1.048 3.359 -0.385 -1.0428
H 2.474 -2.521 -3.044 0.5214
H 3.380 -2.072 -1.591 0.4555
H -1.687 4.622 -5.559 0.3140
H 1.216 3.860 -2.515 0.3919
C 1.217 -3.224 0.031 -1.2013
C -0.158 -2.675 -2.379 -1.4631
H -0.527 0.090 -1.586 -0.0259
H -4.722 1.294 -2.447 0.3109
H -4.775 0.050 -3.329 0.3049
H -1.875 3.118 -5.343 0.3130
H 2.011 0.117 0.640 -0.1960
H -0.984 0.523 -0.845 0.0942
H 1.283 4.466 0.817 0.4380
H 1.236 3.003 1.882 0.2706
H 2.573 3.229 0.695 0.3422
H -0.869 4.437 -0.282 0.4567
H -1.592 3.156 -1.317 0.3503
H -1.617 2.979 0.476 0.2593
H 0.257 -3.630 -2.731 0.4368
H -1.109 -2.852 -1.858 0.4094
H -0.330 -2.011 -3.238 0.3710
H 1.469 -4.179 -0.453 0.4213
H 2.008 -2.940 0.739 0.3438
H 0.269 -3.327 0.581 0.3689
C -2.148 -3.677 6.364 -1.3756
C -1.814 -2.624 5.345 0.9626
C -2.817 -1.774 4.865 -0.6113
C -2.521 -0.766 3.951 -0.3505
C -1.206 -0.605 3.506 -0.1974
C -0.196 -1.464 3.952 -0.5086
C -0.509 -2.469 4.861 -0.8808
S -0.780 0.786 2.494 1.5624
O -1.971 1.529 2.140 -0.7659
O 0.341 1.463 3.104 -0.7045
O -0.258 0.026 1.157 -0.0174
H -2.530 -3.227 7.291 0.3304
H -2.927 -4.355 5.992 0.3401
H -1.265 -4.271 6.619 0.3462
H -3.839 -1.896 5.225 0.3884
H -3.295 -0.089 3.594 0.4754
H 0.830 -1.329 3.608 0.4579
H 0.273 -3.143 5.218 0.2836
```

***

(4)
Molecular formula: FH14O7
Method: DFT, ωB97M-V with the def2-TZVPD basis set

## Properties
electronic energy = -17280.4012 eV
highest occupied orbital energy = -6.6360 eV
max |F| = 4.75 eV/A
net charge = -1

```
22
Properties=species:S:1:pos:R:3:mulliken_charge:R:1
F 0.225 0.085 -0.251 -0.7545
O 1.131 1.903 1.564 -0.6672
H 1.688 2.671 1.307 0.3068
H 0.834 1.423 0.794 0.3552
O 0.913 -1.611 1.474 -0.6980
H 1.089 -1.131 2.261 0.2755
H 0.797 -0.846 0.840 0.2819
O 3.025 -0.210 -0.646 -0.6869
H 2.112 0.022 -0.442 0.4133
H 3.052 -1.160 -0.773 0.3031
O -3.068 1.100 -0.271 -0.6574
H -2.231 1.249 -0.693 0.2982
H -3.097 1.823 0.375 0.2942
O -0.851 1.809 -1.756 -0.7924
H -0.526 1.448 -2.547 0.3053
H -0.337 1.211 -1.153 0.4201
O -0.132 -2.346 -1.401 -0.6794
H 0.235 -2.815 -0.644 0.3272
H -0.142 -1.390 -1.227 0.3367
O -1.955 -0.988 1.006 -0.6298
H -1.503 -1.541 1.684 0.3232
H -1.258 -0.708 0.498 0.3250
```

***

(5)
Molecular formula: C5H9NO2
Method: DFT, ωB97M-V with the def2-TZVPD basis set

## Properties
electronic energy = -10913.6108 eV
highest occupied orbital energy = -8.8664 eV
max |F| = 4.75 eV/A
SMILES = C[C@@H](O)/C=C\NC=O

```
17
Properties=species:S:1:pos:R:3:mulliken_charge:R:1
C -0.629 -1.973 0.427 -0.9407
C -1.065 -1.004 -0.567 0.0255
O -1.750 -0.065 0.343 -0.5694
C 0.089 -0.402 -1.269 -0.3653
C 0.895 0.536 -0.652 -0.2251
N 0.858 0.991 0.768 -0.1013
C 1.523 2.334 0.945 0.1993
O 1.481 3.038 1.915 -0.4627
H -1.547 -2.602 0.604 0.2660
H -0.217 -1.334 1.318 0.2379
H 0.146 -2.734 0.113 0.2846
H -1.826 -1.388 -1.275 0.3300
H -1.803 0.878 -0.177 0.3443
H 0.277 -0.688 -2.344 0.3084
H 1.437 1.117 -1.425 0.2075
H 0.084 0.667 1.401 0.3041
H 2.045 2.630 -0.126 0.1570
```

***

(6)
Molecular formula: C41H47Br2Cl2N2OP2STi
Method: DFT, ωB97M-V with the def2-TZVPD basis set

## Properties
expectation value of S² = 2.032
electronic energy = -265971.5997 eV
highest occupied orbital energy (alpha / beta) = -2.5435 / -4.2429 eV
2S+1 = 3
max |F| = 1.66 eV/A
net charge = -1

```
99
Properties=species:S:1:pos:R:3:mulliken_charge:R:1
Ti 0.199 -0.387 -0.591 -1.7324
C 0.730 -0.550 3.635 -1.4069
C 1.938 -1.242 2.991 0.5346
C 3.139 -1.114 3.926 -1.5998
P 2.197 -0.563 1.235 1.6961
C 4.045 -0.807 1.047 0.1802
C 4.642 0.012 -0.100 -1.3323
C 4.336 -2.299 0.860 -1.6845
C 2.083 1.227 1.511 -0.0349
C 3.135 2.027 1.953 -0.4501
C 3.069 3.410 1.945 0.5425
C 4.200 4.258 2.466 -1.7180
C 1.925 3.984 1.390 -1.4319
C 0.854 3.218 0.990 0.2182
C 0.849 1.812 1.139 -0.1357
N -0.258 1.010 0.921 0.7915
C -1.523 1.591 0.992 -0.5270
C -1.832 2.588 1.939 -0.0983
C -3.074 3.185 2.006 -1.2467
C -4.108 2.804 1.157 0.4059
C -5.459 3.475 1.184 -1.5681
C -3.856 1.746 0.297 -0.6172
C -2.610 1.134 0.207 -0.5113
P -2.304 -0.409 -0.697 2.1519
C -3.374 -1.613 0.284 1.4050
C -4.843 -1.753 -0.109 -1.7734
C -3.281 -1.302 1.784 -1.8049
C -3.085 -0.423 -2.397 0.8651
C -4.420 0.297 -2.585 -1.9438
C -2.122 0.082 -3.478 -1.4676
H 0.380 -1.120 4.500 0.5282
H 1.018 0.447 3.973 0.3140
H -0.098 -0.428 2.939 0.0180
H 1.710 -2.303 2.871 0.6282
H 3.455 -0.072 4.007 0.2061
H 2.849 -1.451 4.925 0.4881
H 3.985 -1.722 3.605 0.3665
H 4.510 -0.481 1.978 0.6571
H 4.269 -0.331 -1.061 0.0822
H 4.413 1.071 -0.009 0.2205
H 5.730 -0.104 -0.103 0.5617
H 3.976 -2.638 -0.111 0.2434
H 5.412 -2.484 0.904 0.4259
H 3.852 -2.905 1.630 0.3801
H 4.056 1.563 2.290 0.0691
H 5.054 3.639 2.745 0.3508
H 4.534 4.976 1.713 0.3485
H 3.889 4.824 3.347 0.3217
H 1.882 5.061 1.260 0.3665
H -0.002 3.696 0.535 0.6499
H -1.070 2.895 2.642 0.5860
H -3.249 3.961 2.745 0.3016
H -5.430 4.378 1.794 0.4034
H -5.764 3.758 0.175 0.3514
H -6.230 2.815 1.590 0.2902
H -4.671 1.378 -0.314 0.4307
H -2.904 -2.582 0.100 0.0405
H -5.393 -0.827 0.071 0.2534
H -4.967 -2.050 -1.151 0.3876
H -5.294 -2.530 0.515 0.4960
H -3.957 -0.484 2.040 0.3847
H -3.566 -2.182 2.367 0.4750
H -2.277 -1.003 2.084 0.2448
H -3.217 -1.500 -2.557 0.4743
H -4.275 1.376 -2.514 0.3751
H -4.797 0.078 -3.587 0.4570
H -5.184 -0.005 -1.871 0.3530
H -1.973 1.157 -3.389 0.2136
H -1.155 -0.412 -3.418 -0.0001
H -2.546 -0.122 -4.465 0.5901
Br -0.896 4.028 -2.719 -0.2589
C 0.538 2.853 -3.144 -0.0454
C 1.472 3.196 -4.108 -0.4265
C 2.486 2.306 -4.410 0.1835
Br 3.715 2.798 -5.788 -0.3047
C 2.629 1.065 -3.762 1.0842
C 3.588 0.060 -4.045 -1.4974
C 3.519 -1.140 -3.332 -0.7256
C 2.601 -1.317 -2.324 -1.1795
N 1.699 -0.353 -1.968 1.1757
C 1.690 0.785 -2.742 -0.2192
C 0.607 1.638 -2.458 -0.4403
O -0.259 1.213 -1.579 0.5120
H 1.404 4.141 -4.627 0.4517
H 4.327 0.203 -4.820 0.3002
H 4.204 -1.946 -3.562 0.4444
H 2.550 -2.242 -1.769 0.3029
Cl -0.311 -2.421 1.063 0.4041
C -0.805 -3.922 0.341 -0.2198
C -1.225 -4.954 1.153 -0.6870
C -1.625 -6.148 0.573 -0.6960
C -1.600 -6.273 -0.809 -0.6016
C -1.181 -5.221 -1.602 0.2089
Cl -1.190 -5.432 -3.319 -0.2390
C -0.758 -3.988 -1.062 0.3375
S -0.212 -2.667 -2.019 -0.1512
H -1.247 -4.825 2.228 0.4731
H -1.954 -6.974 1.188 0.3649
H -1.911 -7.197 -1.279 0.4078
```